The following is a DFT calculation (ωB97M-V with the def2-TZVPD basis set) of a single C2H4BNO2 molecule at a distorted geometry.

As for the energy above the lowest of the compared OMol25 structures with the same formula, charge and spin: 85.9 kcal/mol. The spin multiplicity is 1. For the LUMO energy, the calculation gives 0.19 eV. The SMILES is N#CB(O)CO. As for the net charge: 0. The gap between HOMO and LUMO is 9.967 eV. For the HOMO energy, the calculation gives -9.77 eV.

Cartesian coordinates (Å):
B 0.502 0.062 0.086
C 2.288 0.371 0.050
C -1.247 0.477 0.754
N 3.424 0.340 -0.108
O -2.038 0.475 -0.394
O 0.252 -0.906 -0.764
H -1.079 1.431 1.243
H -1.209 -0.491 1.347
H -1.744 -0.269 -0.955
H 0.851 -1.490 -1.258

---

The following is a DFT calculation (ωB97M-V with the def2-TZVPD basis set) of a single C5H10O molecule.

As for the energy above the lowest of the compared OMol25 structures with the same formula, charge and spin: 29.9 kcal/mol. The spin multiplicity is 1. For the LUMO energy, the calculation gives 0.91 eV. The SMILES is CC1(C)C[C@H]1O. As for the net charge: 0. The gap between HOMO and LUMO is 10.381 eV. For the HOMO energy, the calculation gives -9.47 eV.

Cartesian coordinates (Å):
C 1.294 0.475 -0.577
C -0.138 0.081 -0.178
C -1.162 1.100 -0.662
C -0.398 -1.409 -0.184
C -0.288 -0.689 1.115
O 0.845 -0.951 1.890
H 1.490 1.553 -0.474
H 2.031 -0.047 0.037
H 1.495 0.229 -1.629
H -1.678 1.661 0.130
H -1.908 0.729 -1.377
H -0.515 1.790 -1.191
H -1.366 -1.807 -0.483
H 0.456 -2.014 -0.473
H -1.209 -0.564 1.692
H 1.053 -0.136 2.365

---

The following is a DFT calculation (ωB97M-V with the def2-TZVPD basis set) of 4 unconnected molecules or ions with the total composition C17H24O13.

As for the energy above the lowest of the compared OMol25 structures with the same formula, charge and spin: 0.0 kcal/mol. The spin multiplicity is 1. For the LUMO energy, the calculation gives -1.26 eV. The SMILES is O=C1C=CC(=O)C(CC(=O)O)=C1.COC(=O)OC.COC(=O)OC.COC(=O)OC. As for the net charge: 0. The gap between HOMO and LUMO is 8.996 eV. For the HOMO energy, the calculation gives -10.26 eV.

Cartesian coordinates (Å):
O -0.131 -3.552 -0.572
C -0.402 -2.424 -0.924
C 0.665 -1.427 -1.243
C 0.438 -0.138 -0.993
C -0.866 0.222 -0.371
O -0.983 1.119 0.435
C -2.034 -0.632 -0.773
C -3.366 0.063 -0.850
C -4.579 -0.817 -0.681
O -5.557 -0.696 -1.360
O -4.480 -1.756 0.297
C -1.798 -1.921 -1.035
H 1.600 -1.775 -1.671
H 1.164 0.639 -1.210
H -3.397 0.898 -0.145
H -3.455 0.499 -1.851
H -5.309 -1.745 0.799
H -2.581 -2.617 -1.315
C -2.925 7.423 -0.710
O -2.947 6.175 -0.013
C -1.742 5.728 0.348
O -0.695 6.281 0.131
O -1.901 4.571 0.983
C -0.681 3.969 1.434
H -3.960 7.658 -0.936
H -2.497 8.205 -0.085
H -2.355 7.337 -1.633
H -0.174 4.623 2.141
H -0.030 3.750 0.592
H -0.962 3.045 1.922
C 0.828 -2.723 2.348
O 0.651 -3.209 3.683
C -0.605 -3.150 4.118
O -1.548 -2.727 3.502
O -0.641 -3.638 5.359
C -1.941 -3.633 5.952
H 1.888 -2.818 2.127
H 0.253 -3.308 1.634
H 0.538 -1.673 2.287
H -2.628 -4.248 5.376
H -2.326 -2.618 6.025
H -1.817 -4.052 6.947
C 5.134 -3.437 -4.091
O 4.605 -2.393 -3.266
C 5.275 -1.243 -3.340
O 6.242 -1.030 -4.020
O 4.681 -0.367 -2.528
C 5.294 0.925 -2.503
H 4.495 -4.299 -3.927
H 5.104 -3.148 -5.139
H 6.155 -3.673 -3.800
H 5.269 1.381 -3.491
H 6.322 0.855 -2.153
H 4.710 1.521 -1.808

---

The following is a DFT calculation (ωB97M-V with the def2-TZVPD basis set) of a molecular structure, C11H14BrCl3GeN3O4PdS at a distorted geometry.

As for the energy above the lowest of the compared OMol25 structures with the same formula, charge and spin: 49.2 kcal/mol. The spin multiplicity is 2. For the LUMO energy (spin up / spin down), the calculation gives 4.44 / 4.44 eV. As for the net charge: -2. The expectation value of S² is 0.754. The gap between HOMO and LUMO (spin up / spin down) is 6.616 / 6.615 eV. For the HOMO energy (spin up / spin down), the calculation gives -2.18 / -2.18 eV.

Cartesian coordinates (Å):
Pd -0.122 -0.486 0.148
C 0.767 -4.956 -1.249
C 0.041 -3.986 -0.355
C -1.343 -3.775 -0.455
C -1.963 -2.838 0.318
C -1.149 -2.077 1.181
Br -2.032 -1.083 2.611
N 0.145 -2.335 1.403
C 0.721 -3.259 0.587
H 0.836 -5.949 -0.793
H 1.776 -4.595 -1.459
H 0.244 -5.055 -2.202
H -1.921 -4.333 -1.184
H -3.011 -2.602 0.219
H 1.792 -3.378 0.713
O -2.042 -0.013 -0.947
S -1.167 -0.101 -2.175
O -1.884 0.305 -3.371
O 0.011 0.855 -1.900
O -0.602 -1.469 -2.265
C 0.309 5.024 -0.774
C 0.094 4.033 0.323
C -0.094 4.181 1.685
C -0.226 2.861 2.181
N -0.117 1.988 1.196
N 0.071 2.713 0.088
C -0.444 2.403 3.590
H 0.159 6.037 -0.401
H -0.382 4.848 -1.600
H 1.322 4.947 -1.175
H -0.137 5.105 2.243
H 0.137 2.199 -0.798
H 0.020 3.096 4.296
H -0.021 1.409 3.727
H -1.512 2.344 3.825
Cl 3.776 -2.565 -2.134
Ge 2.093 -0.599 -2.311
Cl 2.343 -0.154 0.098
Cl 3.512 1.258 -2.884

---

The following is a DFT calculation (ωB97M-V with the def2-TZVPD basis set) of 2 unconnected molecules or ions with the total composition ClHN2O at a distorted geometry.

As for the energy above the lowest of the compared OMol25 structures with the same formula, charge and spin: 19.4 kcal/mol. The spin multiplicity is 1. For the LUMO energy, the calculation gives 0.79 eV. The SMILES is N#[N+][O-].Cl. As for the net charge: 0. The gap between HOMO and LUMO is 12.518 eV. For the HOMO energy, the calculation gives -11.73 eV.

Cartesian coordinates (Å):
N -0.733 1.286 -0.009
N -1.277 0.330 0.084
O -1.847 -0.651 0.255
Cl 1.559 -0.975 0.090
H 2.299 0.011 -0.420

---

The following is a DFT calculation (ωB97M-V with the def2-TZVPD basis set) of a molecular structure, C18H21B2N2O19Pb at a distorted geometry.

As for the energy above the lowest of the compared OMol25 structures with the same formula, charge and spin: 48.7 kcal/mol. The spin multiplicity is 1. For the LUMO energy, the calculation gives 5.28 eV. As for the net charge: -3. The gap between HOMO and LUMO is 3.132 eV. For the HOMO energy, the calculation gives 2.15 eV.

Cartesian coordinates (Å):
Pb -0.279 -1.464 -2.105
O -4.478 -1.908 -3.149
C -4.667 -0.757 -2.664
O -5.763 -0.047 -2.617
B -5.490 1.377 -2.119
O -4.073 1.278 -1.688
C -3.547 0.219 -2.100
O -2.333 -0.053 -2.116
O -6.368 1.713 -0.988
C -7.125 2.742 -1.369
O -8.061 3.170 -0.757
C -6.699 3.175 -2.795
O -5.772 2.347 -3.219
O -7.230 4.134 -3.415
O 2.270 0.685 5.575
C 2.288 -0.369 4.954
O 2.467 -0.494 3.609
B 2.516 -1.920 3.251
O 2.491 -2.642 4.502
C 2.271 -1.796 5.512
O 2.053 -2.095 6.688
O 1.403 -2.234 2.305
C 1.828 -2.282 1.052
O 1.142 -2.347 -0.040
C 3.404 -2.434 1.273
O 3.708 -2.228 2.468
O 4.207 -2.615 0.305
O 0.791 -3.783 -2.433
H 1.504 -3.619 -1.785
C -1.709 -1.972 -5.564
O -1.390 -2.585 -4.332
H -2.782 -2.031 -5.744
H -1.441 -0.915 -5.550
H -1.208 -2.471 -6.394
C -2.709 -3.002 0.010
O -2.046 -3.467 -1.164
H -2.926 -1.934 0.015
H -3.542 -3.604 0.372
H -1.961 -3.260 0.760
C 4.508 1.591 0.639
C 4.905 1.567 -0.882
C 4.668 0.206 -1.666
C 3.261 -0.248 -1.788
N 2.142 -0.528 -1.876
H 3.480 1.889 0.845
H 5.017 2.329 1.258
H 4.651 0.647 1.166
H 5.985 1.703 -0.934
H 4.473 2.474 -1.305
H 5.147 -0.700 -1.295
H 5.074 0.250 -2.677
C 0.770 3.319 3.760
C 0.566 3.015 2.256
C 0.327 1.513 2.161
C 0.081 0.883 0.844
N -0.164 0.310 -0.132
H 1.537 2.681 4.199
H -0.201 3.240 4.247
H 1.139 4.343 3.818
H 1.532 3.180 1.779
H -0.314 3.529 1.868
H -0.576 1.299 2.733
H 1.248 0.998 2.435